{"formula": "C3H10NS", "method": "ωB97M-V/def2-TZVPD", "max_force_ev_per_a": 4.00, "multiplicity": 1, "charge": 1, "gap_ev": 9.95, "e_tot_ha": -572.90776, "species": ["C", "N", "H", "H", "H", "H", "C", "C", "S", "H", "H", "H", "H", "H", "H"], "xyz": [[0.880, 0.418, -1.221], [1.760, -0.611, -0.859], [-0.020, 0.059, -1.705], [1.423, 1.166, -1.792], [2.409, -0.349, -0.111], [1.279, -1.475, -0.615], [-1.548, -0.808, 0.485], [-0.679, 0.242, 1.134], [-0.253, 1.928, -0.077], [-1.079, -1.190, -0.424], [-2.510, -0.371, 0.184], [-1.728, -1.653, 1.155], [-1.190, 0.873, 1.857], [0.272, -0.119, 1.527], [0.983, 1.890, 0.461]]}

=====

{"formula": "Cd2ClF", "method": "ωB97M-V/def2-TZVPD", "max_force_ev_per_a": 2.58, "multiplicity": 1, "charge": 2, "gap_ev": 6.18, "e_tot_ha": -894.72694, "species": ["Cd", "Cd", "Cl", "F"], "xyz": [[-0.280, -2.797, 0.936], [0.047, 1.957, 0.146], [-0.623, -0.390, 0.470], [0.855, 1.230, -1.552]]}

=====

{"formula": "C22H37ClP2Ru", "method": "ωB97M-V/def2-TZVPD", "max_force_ev_per_a": 4.58, "multiplicity": 5, "charge": 2, "gap_ev": [6.02, 6.18], "e_tot_ha": -2097.25667, "s2": 6.04, "species": ["P", "P", "C", "C", "H", "H", "H", "H", "C", "H", "H", "H", "C", "H", "H", "H", "C", "H", "H", "H", "C", "H", "H", "H", "Ru", "C", "C", "C", "C", "C", "C", "C", "C", "C", "H", "H", "H", "H", "H", "H", "H", "H", "H", "H", "H", "H", "H", "H", "H", "Cl", "C", "C", "C", "C", "C", "C", "C", "H", "H", "H", "H", "H", "H"], "xyz": [[0.518, -2.325, -2.154], [-0.390, 3.059, -1.698], [0.728, -0.402, -2.649], [0.977, 1.001, -2.305], [-0.151, -0.300, -3.352], [1.568, -0.638, -3.265], [1.741, 1.258, -1.543], [1.457, 1.531, -3.166], [-1.517, 3.949, -2.730], [-1.918, 4.745, -2.128], [-2.320, 3.297, -3.018], [-0.954, 4.306, -3.548], [1.132, 4.075, -1.796], [0.910, 4.717, -2.642], [2.049, 3.514, -1.968], [1.213, 4.698, -0.910], [-0.738, -3.566, -2.473], [-0.818, -4.398, -1.758], [-0.531, -4.069, -3.414], [-1.763, -3.196, -2.544], [2.182, -2.961, -2.468], [2.945, -2.196, -2.416], [2.184, -3.353, -3.475], [2.488, -3.753, -1.781], [-1.079, 1.029, -2.581], [0.235, 1.638, -5.198], [-1.053, 1.385, -4.811], [-2.051, 0.761, -5.753], [-1.724, -0.761, -6.015], [-0.816, -1.376, -5.014], [0.529, -1.372, -5.162], [1.388, -0.568, -6.090], [0.979, 0.932, -6.309], [0.300, -1.863, -0.396], [0.775, 2.527, -4.862], [-1.534, 2.035, -4.076], [-2.120, 1.276, -6.735], [-3.055, 0.839, -5.315], [-2.662, -1.333, -6.058], [-1.252, -0.837, -6.993], [-1.329, -2.020, -4.288], [1.084, -2.196, -4.684], [1.448, -1.075, -7.072], [2.432, -0.596, -5.737], [1.908, 1.504, -6.524], [0.377, 0.983, -7.231], [0.667, -0.867, -0.194], [0.946, -2.469, 0.176], [-0.745, -1.971, -0.049], [1.906, 1.643, 0.550], [0.666, 1.385, 1.688], [1.054, 1.175, 3.010], [0.128, 0.723, 3.946], [-1.085, 0.227, 3.473], [-1.462, 0.357, 2.151], [-0.650, 1.073, 1.228], [-1.268, 1.601, 0.005], [2.064, 1.493, 3.322], [0.336, 0.802, 5.021], [-1.771, -0.241, 4.188], [-2.287, -0.238, 1.765], [-2.268, 1.142, -0.171], [-1.416, 2.677, 0.222]]}

=====

{"formula": "C6H11F6N3O12P2PdS2", "method": "ωB97M-V/def2-TZVPD", "max_force_ev_per_a": 0.69, "multiplicity": 3, "gap_ev": [8.24, 7.80], "e_tot_ha": -3508.59198, "s2": 2.19, "species": ["Pd", "N", "C", "C", "P", "O", "O", "O", "P", "O", "O", "O", "H", "H", "H", "H", "H", "H", "H", "H", "O", "O", "C", "C", "N", "H", "H", "H", "F", "C", "F", "F", "S", "O", "O", "N", "S", "O", "O", "C", "F", "F", "F"], "xyz": [[-0.767, -0.705, 0.940], [1.781, 3.008, -0.193], [1.666, 2.236, 1.103], [2.565, 2.944, 2.113], [2.283, 0.526, 0.681], [3.404, 0.346, 1.818], [2.869, 0.601, -0.672], [1.232, -0.533, 0.998], [-0.127, 2.480, 1.620], [-0.008, 2.701, 3.208], [-0.501, 3.726, 0.926], [-1.006, 1.242, 1.481], [2.555, 3.665, -0.149], [0.884, 3.519, -0.313], [1.948, 2.329, -0.951], [3.595, 2.955, 1.750], [2.550, 2.421, 3.064], [2.220, 3.967, 2.282], [4.008, -0.369, 1.588], [-0.489, 2.019, 3.688], [-2.606, -0.981, 1.696], [-2.129, -1.055, 2.839], [-0.286, -5.383, 0.796], [-0.403, -3.951, 0.886], [-0.508, -2.817, 0.901], [-0.830, -5.844, 1.619], [0.765, -5.665, 0.841], [-0.717, -5.699, -0.154], [-3.295, 1.177, -1.029], [-2.581, 1.680, -2.034], [-2.388, 2.980, -1.817], [-3.260, 1.542, -3.163], [-0.921, 0.825, -2.132], [-0.075, 1.594, -1.263], [-0.623, 0.682, -3.514], [-1.164, -0.570, -1.344], [-2.053, -1.730, -2.044], [-2.572, -2.568, -1.002], [-2.879, -1.238, -3.094], [-0.769, -2.801, -2.850], [-0.230, -2.217, -3.907], [-1.342, -3.946, -3.233], [0.202, -3.096, -1.980]]}

=====

{"formula": "C21H33Cl2N7O5S2Y", "method": "ωB97M-V/def2-TZVPD", "max_force_ev_per_a": 0.84, "multiplicity": 1, "charge": 1, "gap_ev": 7.05, "e_tot_ha": -3334.47566, "species": ["Y", "C", "N", "C", "C", "O", "C", "O", "C", "C", "O", "N", "C", "C", "H", "H", "H", "H", "H", "H", "H", "H", "H", "H", "H", "H", "H", "H", "H", "H", "C", "S", "C", "S", "N", "N", "C", "C", "C", "C", "C", "C", "N", "H", "H", "H", "H", "H", "H", "H", "H", "C", "C", "N", "O", "C", "C", "N", "O", "H", "H", "H", "H", "H", "H", "H", "Cl", "C", "Cl", "H", "H"], "xyz": [[0.287, -0.964, -0.078], [-4.291, -2.175, -1.494], [-3.873, -0.858, -1.964], [-4.806, -0.153, -2.831], [-2.692, -0.366, -1.598], [-1.896, -1.021, -0.916], [-2.301, 1.036, -2.053], [-1.259, 1.557, -1.266], [-1.605, 2.402, -0.198], [-1.249, 1.768, 1.145], [-0.915, 0.580, 1.199], [-1.308, 2.543, 2.221], [-0.871, 2.028, 3.518], [-1.768, 3.924, 2.162], [-5.295, -2.101, -1.076], [-3.606, -2.520, -0.726], [-4.303, -2.885, -2.321], [-5.537, 0.418, -2.254], [-5.341, -0.888, -3.428], [-4.288, 0.508, -3.520], [-3.158, 1.712, -2.070], [-1.909, 0.944, -3.070], [-2.670, 2.658, -0.210], [-1.046, 3.335, -0.307], [-0.274, 1.133, 3.374], [-1.731, 1.784, 4.143], [-0.270, 2.791, 4.011], [-2.698, 4.016, 1.602], [-1.016, 4.583, 1.722], [-1.963, 4.263, 3.176], [-2.916, -2.467, 4.389], [-1.407, -1.522, 4.632], [-0.545, -1.733, 3.114], [-1.219, -2.549, 1.774], [0.652, -1.199, 3.226], [1.367, -1.214, 2.068], [2.639, -1.155, 2.170], [3.456, -1.197, 0.958], [4.842, -1.189, 1.037], [5.582, -1.296, -0.130], [4.916, -1.412, -1.338], [3.529, -1.398, -1.335], [2.810, -1.285, -0.221], [-3.405, -2.488, 5.362], [-2.690, -3.484, 4.079], [-3.569, -1.996, 3.659], [3.109, -1.128, 3.150], [5.325, -1.113, 2.002], [6.663, -1.299, -0.094], [5.451, -1.515, -2.271], [2.970, -1.482, -2.260], [2.956, 2.970, -1.019], [2.047, 1.776, -1.001], [1.566, 1.274, 0.085], [1.928, 1.854, 1.296], [1.686, 1.118, -2.260], [2.061, 1.620, -3.617], [0.978, 0.050, -2.066], [0.498, -0.710, -2.984], [2.617, 3.751, -0.335], [3.002, 3.402, -2.015], [3.974, 2.684, -0.739], [2.653, 2.479, 1.144], [3.143, 1.685, -3.748], [1.642, 2.608, -3.823], [1.666, 0.921, -4.352], [1.684, -4.321, 0.262], [0.755, -4.823, -1.151], [-0.375, -3.553, -1.686], [0.173, -5.698, -0.890], [1.438, -5.017, -1.968]]}

=====

{"formula": "C31H30N3P2Ti", "method": "ωB97M-V/def2-TZVPD", "max_force_ev_per_a": 4.53, "multiplicity": 1, "charge": 3, "gap_ev": 7.02, "e_tot_ha": -2894.76959, "species": ["Ti", "C", "C", "C", "C", "C", "C", "C", "C", "C", "C", "C", "C", "C", "C", "C", "N", "H", "H", "H", "H", "H", "H", "H", "H", "H", "H", "C", "P", "C", "C", "C", "C", "C", "C", "C", "P", "C", "C", "H", "H", "H", "H", "H", "H", "H", "H", "H", "H", "H", "H", "H", "H", "H", "H", "N", "C", "C", "C", "C", "C", "N", "C", "H", "H", "H", "H"], "xyz": [[12.288, 11.132, 9.964], [13.858, 12.335, 13.695], [12.610, 12.246, 14.408], [11.550, 11.598, 13.839], [11.590, 11.193, 12.480], [12.813, 11.206, 11.776], [13.935, 11.737, 12.429], [10.340, 10.702, 11.880], [9.122, 10.677, 12.406], [8.003, 10.407, 11.612], [8.157, 10.137, 10.248], [7.024, 9.834, 9.412], [7.274, 9.578, 8.077], [8.614, 9.411, 7.583], [9.690, 9.705, 8.341], [9.504, 10.027, 9.709], [10.569, 10.407, 10.535], [14.689, 12.912, 14.067], [12.645, 12.512, 15.444], [10.580, 11.576, 14.317], [14.912, 11.762, 11.951], [9.048, 10.835, 13.461], [7.045, 10.494, 12.146], [6.017, 9.835, 9.743], [6.373, 9.389, 7.470], [8.797, 8.890, 6.627], [10.717, 9.458, 8.127], [13.306, 11.874, 6.079], [13.649, 11.023, 7.672], [15.056, 12.027, 8.223], [14.143, 9.294, 7.245], [14.687, 9.011, 6.017], [15.129, 7.725, 5.797], [15.096, 6.743, 6.784], [14.536, 6.984, 8.027], [14.078, 8.329, 8.235], [13.645, 8.890, 9.922], [15.150, 8.623, 10.854], [12.434, 7.662, 10.440], [14.148, 11.660, 5.478], [13.243, 12.929, 6.219], [12.412, 11.468, 5.643], [15.707, 12.019, 7.376], [15.478, 11.703, 9.127], [14.585, 13.079, 8.321], [14.763, 9.686, 5.174], [15.538, 7.549, 4.868], [15.534, 5.798, 6.465], [14.247, 6.211, 8.750], [15.253, 7.517, 10.945], [14.960, 8.949, 11.876], [16.019, 9.139, 10.441], [12.913, 6.650, 10.485], [11.577, 7.529, 9.812], [12.043, 7.746, 11.489], [7.623, 15.362, 7.980], [8.684, 15.017, 8.147], [10.038, 14.738, 8.546], [10.918, 15.761, 8.827], [12.171, 15.448, 9.324], [12.509, 14.180, 9.634], [11.648, 13.145, 9.420], [10.476, 13.448, 8.829], [10.618, 16.734, 8.619], [12.974, 16.133, 9.397], [13.541, 13.912, 10.008], [9.857, 12.607, 8.513]]}

=====

- What is the formula in the sixth record?
  C31H30N3P2Ti